(1)
113
Properties=species:S:1:pos:R:3:mulliken_charge:R:1 method="wB97M-V/def2-TZVPD" lumo_energy_ha="-0.314 / -0.453" homo_energy_ha="-0.60132 / -0.60132" gap_ev="7.831 / 4.025" energy_ev=-95062.9839 max_force_ev_per_a=5.98 total_charge=+3 spin_multiplicity=2
Mg -11.05 1.11 -22.01 1.403
Mg -10.97 1.56 -16.16 1.135
O -18.30 3.84 -12.88 -0.177
C -17.50 3.87 -13.83 0.523
O -16.16 4.12 -13.81 -0.316
B -15.67 4.05 -15.22 0.624
O -16.87 3.77 -16.09 -0.247
C -17.96 3.54 -15.29 0.689
O -19.07 3.15 -15.67 -0.393
O -14.62 3.05 -15.41 -0.280
C -13.51 3.62 -15.77 -0.064
O -12.46 2.99 -15.93 0.325
C -13.75 5.17 -15.87 0.006
O -15.01 5.35 -15.47 -0.502
O -12.96 5.99 -16.24 -0.512
N -10.96 0.47 -18.93 0.513
O -10.21 -0.45 -18.67 -0.425
O -11.39 1.21 -18.04 -0.542
O -11.13 0.73 -20.12 -0.391
C -8.56 -3.81 -18.45 -0.335
N -8.94 -5.28 -18.63 0.894
O -10.11 -5.65 -18.56 -0.540
O -7.98 -6.07 -18.73 -0.511
H -8.45 -3.45 -17.43 0.175
H -9.42 -3.31 -18.89 -0.043
H -7.69 -3.60 -19.06 0.365
C -16.42 1.32 -18.39 -0.690
N -15.21 2.01 -18.89 0.848
O -15.31 2.57 -19.96 -0.528
O -14.21 1.97 -18.21 -0.273
H -16.88 2.01 -17.68 0.156
H -16.03 0.50 -17.78 0.241
H -17.02 1.01 -19.24 0.361
C -9.58 3.95 -17.55 -0.573
O -9.64 2.83 -16.68 0.800
C -8.33 2.16 -16.88 -0.365
C -8.15 0.96 -15.93 -1.360
O -9.43 0.36 -15.89 1.121
C -9.33 -0.92 -15.28 -0.919
H -8.74 4.54 -17.18 0.258
H -10.54 4.45 -17.46 0.345
H -9.34 3.74 -18.59 -0.095
H -7.50 2.85 -16.75 0.621
H -8.20 1.77 -17.89 -0.297
H -7.82 1.21 -14.93 0.412
H -7.38 0.34 -16.40 0.296
H -10.36 -1.25 -15.12 0.175
H -8.86 -0.79 -14.31 0.377
H -8.81 -1.62 -15.93 -0.226
C -6.46 -1.21 -18.81 -0.529
O -6.31 0.22 -19.19 -0.050
C -5.20 0.87 -18.64 -0.595
C -4.99 2.30 -19.19 -0.883
O -6.10 3.12 -18.84 0.082
C -5.74 4.46 -19.16 -1.028
H -5.98 -1.85 -19.55 0.561
H -7.52 -1.42 -18.97 -0.462
H -6.28 -1.52 -17.79 0.478
H -4.40 0.19 -18.95 0.522
H -5.29 1.10 -17.58 0.188
H -4.83 2.22 -20.26 0.385
H -4.02 2.68 -18.87 0.543
H -5.51 4.58 -20.22 0.379
H -4.93 4.84 -18.54 0.323
H -6.64 5.07 -19.02 0.279
C -8.77 3.41 -21.69 -0.566
O -9.37 2.11 -21.70 0.093
C -8.22 1.21 -21.85 -0.395
C -8.50 -0.30 -21.68 -0.212
O -9.81 -0.40 -22.26 -0.549
C -10.22 -1.74 -22.07 -0.613
H -8.30 3.53 -20.71 -0.126
H -9.54 4.17 -21.77 0.361
H -8.11 3.68 -22.51 0.323
H -7.46 1.39 -21.09 0.036
H -7.75 1.38 -22.82 0.645
H -8.50 -0.54 -20.62 -0.506
H -7.73 -0.89 -22.18 0.846
H -9.57 -2.53 -22.44 0.453
H -11.21 -1.91 -22.48 0.103
H -10.40 -1.91 -21.01 0.051
C -13.69 -3.03 -19.92 -0.826
O -13.41 -1.86 -20.67 0.008
C -14.52 -1.23 -21.31 -0.701
C -13.97 0.22 -21.68 0.038
O -12.74 0.20 -22.43 0.133
C -13.09 -0.24 -23.76 -1.012
H -12.70 -3.44 -19.70 0.191
H -14.35 -3.77 -20.38 0.348
H -14.24 -2.81 -19.01 0.262
H -15.30 -1.14 -20.56 0.423
H -14.92 -1.80 -22.15 0.394
H -13.76 0.79 -20.77 -0.533
H -14.77 0.74 -22.20 0.623
H -13.32 -1.31 -23.75 0.291
H -12.23 -0.10 -24.41 0.396
H -13.95 0.24 -24.24 0.321
C -12.90 -0.81 -16.00 -1.017
O -12.27 0.28 -15.34 0.426
C -12.64 0.52 -14.01 -0.700
C -11.37 1.14 -13.34 -0.883
O -10.69 1.98 -14.30 0.658
C -9.96 2.99 -13.61 -1.231
H -13.88 -0.51 -16.38 -0.050
H -13.00 -1.64 -15.30 0.571
H -12.43 -1.30 -16.85 0.186
H -12.91 -0.39 -13.47 0.590
H -13.50 1.18 -14.07 0.117
H -10.72 0.36 -12.95 0.268
H -11.78 1.67 -12.48 0.593
H -9.44 3.56 -14.38 0.213
H -9.15 2.58 -13.01 0.322
H -10.55 3.61 -12.93 0.387

(2)
106
Properties=species:S:1:pos:R:3:mulliken_charge:R:1 method="wB97M-V/def2-TZVPD" lumo_energy_ha=-0.012 homo_energy_ha=-0.35053 gap_ev=9.214 energy_ev=-95579.6952 max_force_ev_per_a=2.68
C -3.98 2.73 -1.35 -0.389
C -3.35 2.27 -2.69 0.529
O -3.39 3.03 -3.59 -0.540
O -2.72 1.04 -2.89 -0.198
C -1.51 0.93 -2.05 -0.816
Si -1.77 -0.62 -0.97 0.889
C -1.59 -2.13 -2.16 -0.484
O -0.41 -2.89 -1.75 -0.268
N -0.77 -3.75 -0.73 0.266
O 0.17 -4.36 -0.38 -0.403
O -0.60 -0.85 0.24 -0.065
Si -0.14 0.54 1.06 -0.625
N -0.19 0.44 2.81 0.367
C -0.89 -0.75 3.33 0.487
C -2.40 -1.01 3.23 -0.538
O -0.22 -1.55 3.90 -0.502
C -0.69 1.69 3.41 0.451
C -2.03 2.37 3.04 -0.817
O 0.01 2.23 4.20 -0.472
N 1.59 0.87 0.62 0.540
C 1.77 0.90 -0.79 0.299
O 1.72 -0.07 -1.42 -0.383
F 2.04 2.06 -1.45 -0.249
C 1.88 2.16 1.22 0.189
O 1.36 3.17 0.96 -0.403
F 2.80 2.15 2.21 -0.180
P -3.87 -0.79 -0.19 0.479
O -4.20 0.27 0.81 -0.598
O -4.88 -0.61 -1.48 -0.367
O -4.17 -2.32 0.36 -0.571
H -3.95 3.84 -1.32 0.372
H -5.05 2.45 -1.22 0.135
H -3.33 2.39 -0.51 -0.078
H -1.43 1.89 -1.51 0.656
H -0.68 0.75 -2.77 0.442
H -1.49 -1.80 -3.22 0.408
H -2.44 -2.84 -2.05 0.437
H -0.92 1.72 0.66 -0.002
H -2.79 -1.64 4.06 0.433
H -3.02 -0.09 3.23 0.231
H -2.57 -1.61 2.31 -0.072
H -1.88 3.35 2.53 0.288
H -2.68 2.56 3.92 0.347
H -2.63 1.74 2.34 0.061
H -5.44 0.18 -1.36 0.288
H -3.36 -2.84 0.17 0.411
C 6.92 -1.97 1.50 -0.985
C 7.70 -0.82 2.12 -0.321
O 7.23 0.46 1.73 -0.459
C 5.88 0.77 2.05 -0.249
C 5.60 0.73 3.54 -0.866
H 6.95 -1.90 0.41 0.277
H 7.35 -2.92 1.81 0.386
H 5.87 -1.96 1.80 0.229
H 8.74 -0.88 1.79 0.337
H 7.71 -0.89 3.21 0.294
H 5.20 0.11 1.50 0.301
H 5.70 1.78 1.68 0.272
H 5.76 -0.26 3.96 0.328
H 4.56 1.01 3.74 0.352
H 6.25 1.42 4.08 0.119
C 9.23 4.81 7.25 -1.018
C 7.87 5.34 6.82 -0.310
O 7.90 6.04 5.58 -0.426
C 8.34 5.30 4.45 -0.561
C 7.49 4.08 4.15 -0.875
H 9.95 5.63 7.33 0.292
H 9.15 4.32 8.22 0.379
H 9.64 4.09 6.54 0.258
H 7.51 6.05 7.56 0.326
H 7.13 4.53 6.78 0.280
H 9.39 5.03 4.57 0.333
H 8.29 5.99 3.61 0.351
H 7.51 3.36 4.97 0.231
H 7.85 3.58 3.25 0.409
H 6.45 4.37 3.99 0.318
C -3.06 -8.46 -2.15 -1.034
C -3.59 -7.40 -3.11 -0.351
O -2.77 -6.25 -3.19 -0.396
C -1.44 -6.45 -3.63 -0.099
C -1.34 -7.06 -5.02 -1.200
H -2.95 -8.03 -1.15 0.279
H -3.75 -9.30 -2.10 0.396
H -2.09 -8.84 -2.45 0.263
H -4.56 -7.06 -2.76 0.327
H -3.75 -7.83 -4.10 0.319
H -0.89 -7.05 -2.90 0.315
H -0.96 -5.47 -3.64 0.188
H -1.79 -8.05 -5.07 0.280
H -0.29 -7.15 -5.32 0.397
H -1.85 -6.43 -5.75 0.319
C -8.76 2.71 -6.31 -1.060
C -8.14 2.80 -4.93 -0.239
O -8.04 1.54 -4.27 -0.440
C -7.26 0.55 -4.92 -0.485
C -5.81 0.96 -5.12 -0.801
H -9.75 2.26 -6.26 0.278
H -8.84 3.70 -6.76 0.396
H -8.16 2.09 -6.99 0.272
H -8.77 3.43 -4.30 0.356
H -7.16 3.28 -4.97 0.233
H -7.72 0.26 -5.86 0.306
H -7.29 -0.33 -4.27 0.370
H -5.72 1.84 -5.76 0.297
H -5.25 0.15 -5.58 0.446
H -5.34 1.21 -4.17 0.079